(1)
This record from the Open Molecules 2025 dataset describes a 10-piece molecular cluster, C35H75N5O10 overall in a non-equilibrium geometry. The level of theory is ωB97M-V with the def2-TZVPD basis set.

Structure (XYZ):
```
125
Properties=species:S:1:pos:R:3
C 5.379 2.447 -2.048
N 5.974 1.164 -1.819
C 6.317 0.659 -0.634
C 6.874 -0.729 -0.703
O 6.301 1.310 0.446
H 6.105 3.249 -1.916
H 4.609 2.582 -1.289
H 5.011 2.501 -3.073
H 6.025 0.531 -2.605
H 6.077 -1.346 -1.118
H 7.166 -1.220 0.225
H 7.714 -0.709 -1.397
C 1.451 -3.600 0.156
N 2.759 -4.355 0.155
C 3.565 -4.631 -0.844
C 3.142 -4.403 -2.310
O 4.671 -5.010 -0.602
H 1.425 -2.844 0.941
H 0.608 -4.282 0.271
H 1.395 -3.028 -0.770
H 3.205 -4.580 1.033
H 2.063 -4.352 -2.460
H 3.560 -5.225 -2.891
H 3.511 -3.413 -2.579
C -1.089 -4.382 -3.077
N -0.385 -3.271 -3.682
C -0.022 -3.141 -4.954
C 0.696 -1.873 -5.307
O -0.284 -3.951 -5.822
H -0.973 -5.295 -3.662
H -2.142 -4.147 -2.922
H -0.764 -4.621 -2.064
H -0.197 -2.449 -3.126
H 1.057 -1.817 -6.334
H 1.500 -1.736 -4.585
H -0.079 -1.108 -5.357
C 0.944 -1.854 3.715
N 2.295 -1.921 3.209
C 2.891 -1.025 2.434
C 4.346 -1.410 2.012
O 2.385 -0.015 1.982
H 0.187 -2.078 2.964
H 0.604 -0.922 4.167
H 0.872 -2.648 4.458
H 2.798 -2.780 3.383
H 5.002 -1.450 2.881
H 4.765 -0.605 1.409
H 4.338 -2.322 1.414
C -0.634 -0.214 0.250
N 0.786 -0.019 -0.108
C 1.343 -0.393 -1.270
C 2.847 -0.051 -1.412
O 0.792 -1.011 -2.168
H -0.636 0.126 1.286
H -0.939 -1.259 0.305
H -1.383 0.343 -0.312
H 1.357 0.268 0.674
H 3.317 0.270 -0.483
H 2.806 0.831 -2.053
H 3.305 -0.901 -1.917
C -0.351 2.919 5.736
C 0.642 2.423 4.782
C -0.164 2.138 3.525
O -1.503 1.885 4.013
C -1.583 2.069 5.421
H -0.484 4.001 5.706
H -0.044 2.636 6.743
H 1.032 1.478 5.157
H 1.468 3.105 4.583
H 0.225 1.365 2.863
H -0.137 3.086 2.988
H -1.550 1.062 5.838
H -2.547 2.503 5.687
C -2.481 -0.577 -3.775
C -3.413 0.551 -3.884
C -3.834 0.732 -2.464
O -4.091 -0.616 -2.052
C -3.194 -1.483 -2.768
H -1.506 -0.283 -3.389
H -2.286 -0.969 -4.773
H -4.226 0.245 -4.542
H -2.986 1.453 -4.323
H -4.740 1.335 -2.399
H -3.127 1.244 -1.811
H -3.760 -2.250 -3.297
H -2.374 -1.879 -2.169
C -4.034 -3.205 3.009
C -2.806 -2.447 2.726
C -3.370 -0.979 2.674
O -4.734 -1.003 2.980
C -5.036 -2.210 3.642
H -3.750 -4.019 3.676
H -4.399 -3.610 2.065
H -2.546 -2.691 1.696
H -1.920 -2.643 3.329
H -3.347 -0.614 1.647
H -2.902 -0.203 3.281
H -6.085 -2.468 3.501
H -4.855 -2.016 4.699
C 0.817 3.194 -1.727
C 0.425 4.641 -1.378
C -0.636 5.034 -2.410
O -1.345 3.808 -2.521
C -0.438 2.695 -2.409
H 1.240 2.657 -0.877
H 1.631 3.221 -2.452
H 1.285 5.308 -1.309
H -0.016 4.638 -0.381
H -0.154 5.303 -3.349
H -1.385 5.754 -2.081
H -0.151 2.192 -3.333
H -0.973 1.998 -1.765
C -4.285 4.175 2.012
C -2.939 4.191 1.335
C -2.951 2.889 0.545
O -4.306 2.831 0.020
C -5.184 3.532 0.915
H -4.595 5.145 2.399
H -4.331 3.534 2.893
H -2.155 4.170 2.092
H -2.892 4.954 0.558
H -2.800 2.040 1.211
H -2.197 2.804 -0.237
H -5.921 2.965 1.484
H -5.562 4.379 0.344
```

Output
- LUMO energy (eV) = 0.13
- ΔE to the lowest compared entry with this formula, charge and spin (kJ/mol) = 0.0
- structure (SMILES) = CNC(C)=O.CNC(C)=O.CNC(C)=O.CNC(C)=O.CNC(C)=O.C1CCOC1.C1CCOC1.C1CCOC1.C1CCOC1.C1CCOC1
- E (Eh) = -2404.70312

=====

(2)
This record from the Open Molecules 2025 dataset describes the molecule C21H14ClN3O2S in a non-equilibrium geometry. The level of theory is ωB97M-V with the def2-TZVPD basis set.

Structure (XYZ):
```
42
Properties=species:S:1:pos:R:3
N -0.587 -3.778 -1.647
C -0.070 -3.086 -0.889
C 0.575 -2.205 -0.011
C 1.477 -1.279 -0.471
S 1.992 -1.214 -2.152
N 2.083 -0.406 0.365
C 2.986 0.593 -0.091
C 2.565 1.592 -0.958
C 3.464 2.559 -1.372
C 4.771 2.535 -0.916
C 5.184 1.544 -0.041
C 4.294 0.571 0.375
C 1.471 -0.172 1.670
C 0.361 0.837 1.527
C 0.215 2.118 1.981
C -1.031 2.563 1.495
C -1.568 1.521 0.774
C -2.831 1.422 0.064
C -3.513 2.598 -0.266
C -4.723 2.567 -0.927
C -5.286 1.350 -1.281
C -4.631 0.175 -0.967
C -3.414 0.201 -0.301
Cl -2.671 -1.318 0.078
O -0.712 0.480 0.796
N 1.012 -1.429 2.195
C 0.320 -2.343 1.428
O -0.344 -3.216 1.939
H 1.270 -2.270 -2.530
H 1.543 1.608 -1.306
H 3.140 3.334 -2.049
H 5.469 3.291 -1.241
H 6.203 1.524 0.314
H 4.605 -0.212 1.050
H 2.239 0.244 2.334
H 0.909 2.666 2.584
H -1.474 3.520 1.677
H -3.070 3.545 -0.004
H -5.226 3.490 -1.170
H -6.231 1.317 -1.799
H -5.058 -0.779 -1.235
H 0.808 -1.465 3.184
```

Output
- LUMO energy (eV) = 0.21
- ΔE to the lowest compared entry with this formula, charge and spin (kJ/mol) = 73.9
- structure (SMILES) = N#CC1=C(S)N(c2ccccc2)[C@@H](c2ccc(-c3ccccc3Cl)o2)NC1=O
- E (Eh) = -1981.77729

=====

E of number 2 (C21H14ClN3O2S)? -1981.77729 Eh

=====

Please write out number 2 again, unchanged.
This record from the Open Molecules 2025 dataset describes the molecule C21H14ClN3O2S in a non-equilibrium geometry. The level of theory is ωB97M-V with the def2-TZVPD basis set.

Structure (XYZ):
```
42
Properties=species:S:1:pos:R:3
N -0.587 -3.778 -1.647
C -0.070 -3.086 -0.889
C 0.575 -2.205 -0.011
C 1.477 -1.279 -0.471
S 1.992 -1.214 -2.152
N 2.083 -0.406 0.365
C 2.986 0.593 -0.091
C 2.565 1.592 -0.958
C 3.464 2.559 -1.372
C 4.771 2.535 -0.916
C 5.184 1.544 -0.041
C 4.294 0.571 0.375
C 1.471 -0.172 1.670
C 0.361 0.837 1.527
C 0.215 2.118 1.981
C -1.031 2.563 1.495
C -1.568 1.521 0.774
C -2.831 1.422 0.064
C -3.513 2.598 -0.266
C -4.723 2.567 -0.927
C -5.286 1.350 -1.281
C -4.631 0.175 -0.967
C -3.414 0.201 -0.301
Cl -2.671 -1.318 0.078
O -0.712 0.480 0.796
N 1.012 -1.429 2.195
C 0.320 -2.343 1.428
O -0.344 -3.216 1.939
H 1.270 -2.270 -2.530
H 1.543 1.608 -1.306
H 3.140 3.334 -2.049
H 5.469 3.291 -1.241
H 6.203 1.524 0.314
H 4.605 -0.212 1.050
H 2.239 0.244 2.334
H 0.909 2.666 2.584
H -1.474 3.520 1.677
H -3.070 3.545 -0.004
H -5.226 3.490 -1.170
H -6.231 1.317 -1.799
H -5.058 -0.779 -1.235
H 0.808 -1.465 3.184
```

Output
- LUMO energy (eV) = 0.21
- ΔE to the lowest compared entry with this formula, charge and spin (kJ/mol) = 73.9
- structure (SMILES) = N#CC1=C(S)N(c2ccccc2)[C@@H](c2ccc(-c3ccccc3Cl)o2)NC1=O
- E (Eh) = -1981.77729

=====

The highest LUMO energy belongs to which entry? C21H14ClN3O2S

=====

Which of these has the lowest ΔE to the lowest compared entry with this formula, charge and spin? C35H75N5O10